C5H6O in the gas phase, computed with ωB97M-V/def2-TZVPD.

```
12
Properties=species:S:1:pos:R:3:forces:R:3
C -1.457 0.442 -0.152 -0.13 0.24 -0.28
C -0.144 -0.643 1.367 0.39 -0.15 -0.03
C -0.019 0.555 0.467 -0.18 -0.10 0.17
C 1.123 0.236 -0.467 -0.23 -0.24 -0.05
C 1.443 -1.025 -0.222 0.04 0.17 -0.18
O 0.652 -1.552 0.820 0.03 -0.02 0.34
H -2.231 0.670 0.593 0.39 0.03 -0.17
H -1.705 -0.547 -0.570 0.40 0.27 0.15
H -1.490 1.172 -0.953 -0.27 0.09 -0.21
H 0.055 1.531 0.963 -0.05 -0.34 0.04
H 1.609 0.872 -1.198 -0.25 -0.08 0.14
H 2.164 -1.711 -0.647 -0.13 0.13 0.09
```
Positions in Å, forces in eV/Å.

Calculated values
DFT total energy (eV): -7326.3035
ΔE to the lowest compared entry with this formula, charge and spin (kcal per mole): 68.7
F_max (hartree/bohr): 0.00986
HOMO-LUMO gap (eV): 9.50